No. 1
Computed, not measured: a 6-piece molecular cluster, C23H45N3O11 overall, with wB97M-V/def2-TZVPD.

CARTESIAN COORDINATES (ANGSTROEM)
C  27.9527  -22.1777  -1.8604
O  28.0024  -23.1208  -2.8847
C  29.3180  -23.2796  -3.4209
C  29.4403  -24.5904  -4.1619
O  29.4446  -25.6700  -3.2656
C  28.9554  -26.8722  -3.8213
H  28.7868  -22.2041  -1.1531
H  27.0150  -22.3433  -1.3370
H  27.9442  -21.1676  -2.3017
H  30.0465  -23.3307  -2.5936
H  29.5044  -22.4042  -4.0585
H  30.3383  -24.5689  -4.8047
H  28.6352  -24.6015  -4.9274
H  27.8682  -26.8198  -3.9566
H  29.1714  -27.6626  -3.1032
H  29.4242  -27.1457  -4.7737
C  24.7929  -12.6699  -6.9887
O  25.3161  -12.6991  -5.6687
C  24.3187  -12.8817  -4.7285
C  24.9555  -12.7691  -3.3685
O  24.0515  -13.1966  -2.3189
C  22.8509  -12.4451  -2.2411
H  25.6814  -12.6926  -7.6167
H  24.2582  -11.7260  -7.1434
H  24.1295  -13.5052  -7.2220
H  23.7971  -13.8526  -4.8139
H  23.4315  -12.2396  -4.8874
H  25.2801  -11.7547  -3.1246
H  25.7190  -13.5385  -3.2658
H  23.0129  -11.3945  -2.5632
H  22.5827  -12.2920  -1.1977
H  22.1268  -12.8178  -2.9700
C  23.2940  -21.5047  -7.0352
O  23.1364  -20.7378  -7.9789
N  24.1777  -22.5241  -6.9885
C  24.4650  -23.2647  -5.7921
C  25.0258  -22.8202  -8.1295
H  22.6942  -21.4213  -6.1196
H  23.9981  -22.8778  -4.8874
H  25.5460  -23.1743  -5.6481
H  24.1345  -24.3067  -5.8319
H  24.7487  -22.1937  -8.9685
H  26.0808  -22.7306  -7.8804
H  24.7717  -23.8454  -8.4254
C  19.0860  -21.1876  -4.2581
O  18.9134  -22.2669  -4.7624
N  19.8319  -20.9851  -3.1498
C  19.9471  -19.6699  -2.5748
C  20.5113  -22.0204  -2.4714
H  18.7109  -20.2561  -4.7006
H  19.1660  -18.9452  -2.7830
H  20.8778  -19.1392  -2.8422
H  20.0661  -19.8767  -1.5060
H  21.5287  -21.6920  -2.2471
H  20.0414  -22.3048  -1.5283
H  20.6354  -22.8909  -3.1071
C  18.3032  -17.1270  -1.0090
O  17.7498  -16.9323  -2.0290
N  19.5233  -16.6862  -0.6525
C  20.1165  -16.9670  0.6379
C  20.2983  -15.8168  -1.5091
H  17.9173  -17.7229  -0.1609
H  20.1973  -16.0480  1.2136
H  21.0768  -17.4669  0.4800
H  19.5137  -17.7050  1.1698
H  21.2370  -16.3079  -1.8030
H  19.7867  -15.4966  -2.4070
H  20.6535  -14.9306  -0.9698
C  24.4400  -18.3388  -1.0348
C  24.0942  -17.1954  -1.6184
C  23.9368  -17.0993  -3.1248
O  23.6625  -16.0488  -3.6727
C  24.2256  -18.3158  -3.8823
C  24.5099  -19.4601  -3.2912
C  24.6065  -19.5908  -1.7828
O  24.7821  -20.6705  -1.2745
O  24.8006  -20.5289  -3.9810
O  23.8404  -16.0963  -0.9099
H  24.4310  -18.4100  0.0483
H  24.2003  -18.2868  -4.9667
H  25.1532  -21.2500  -3.4324
H  23.8114  -15.3657  -1.5782

The total energy comes out at -1895.15245 Ha. The LUMO energy comes out at -1.56 eV. The value obtained for the highest occupied orbital energy is -0.3380 hartree. As for the SMILES: O=C1C=C(O)C(=O)C=C1O.CN(C)C=O.CN(C)C=O.CN(C)C=O.COCCOC.COCCOC. The calculation puts the HOMO-LUMO gap at 7.635 eV. Its net charge is 0.

***

No. 2
Computed, not measured: a 2-piece molecular cluster, C4H11NO overall, with wB97M-V/def2-TZVPD.

CARTESIAN COORDINATES (ANGSTROEM)
C  -1.3131  -1.8113  -0.6299
C  -0.1342  -1.7317  0.3087
O  0.9945  -2.0661  -0.0350
N  -0.2524  -1.0014  1.4510
H  -0.9742  -2.1625  -1.6093
H  -1.8151  -0.8725  -0.8786
H  0.5673  -0.9027  2.0088
H  -1.0348  -0.4303  1.7478
H  -2.0396  -2.5422  -0.2442
C  0.1407  1.9083  0.0134
C  1.5221  1.4573  -0.5576
H  -0.0609  2.9800  -0.0439
H  -0.7420  1.4286  -0.4238
H  -0.1895  1.4353  0.9493
H  1.7002  0.4088  -0.3665
H  2.2536  2.1250  -0.1033
H  1.3773  1.7775  -1.5869

The total energy comes out at -288.98496 Ha. The LUMO energy comes out at 0.84 eV. The value obtained for the highest occupied orbital energy is -0.3627 hartree. As for the SMILES: CC(N)=O.CC. The calculation puts the HOMO-LUMO gap at 10.710 eV. Its net charge is 0.

***

No. 3
Computed, not measured: an isolated molecule of C2H6N2S2, with wB97M-V/def2-TZVPD.

CARTESIAN COORDINATES (ANGSTROEM)
C  -2.7273  -0.4344  0.2392
C  -0.2725  0.7016  0.0054
H  -3.2098  -1.3112  0.1130
H  -2.9196  -0.1448  1.3394
H  -3.1852  0.4583  -0.4318
H  -0.5125  2.6928  0.1677
H  1.4907  1.7908  -0.1594
H  2.1970  -1.0425  -1.1056
N  -1.0811  1.7708  -0.1150
N  1.2024  0.7931  -0.0559
S  -1.0006  -0.9513  -0.1746
S  2.4562  -0.4233  0.1623

The total energy comes out at -985.61450 Ha. The LUMO energy comes out at 0.60 eV. The value obtained for the highest occupied orbital energy is -0.3278 hartree. As for the SMILES: [H]/N=C(\NS)SC. The calculation puts the HOMO-LUMO gap at 9.517 eV. Its net charge is 0.

***

No. 4
Computed, not measured: an isolated molecule of C2H3ClN2O, with wB97M-V/def2-TZVPD.

CARTESIAN COORDINATES (ANGSTROEM)
C  1.9131  -0.8370  -1.0668
C  -0.0833  0.0936  -0.1628
N  3.0857  -0.6639  -0.1787
N  3.2908  -0.4570  -1.3802
O  1.0200  0.1371  -1.1052
Cl  1.5109  -2.5014  -1.4414
H  -0.5684  1.0180  -0.2078
H  0.4469  -0.0247  0.8083
H  -0.9563  -0.5057  -0.4752

The total energy comes out at -722.84822 Ha. The LUMO energy comes out at 0.35 eV. The value obtained for the highest occupied orbital energy is -0.3585 hartree. As for the SMILES: COC1(Cl)N=N1. The calculation puts the HOMO-LUMO gap at 10.103 eV. Its net charge is 0.

***

No. 5
Computed, not measured: C10H20ClF3N2O9PS3 as an isolated structure, with wB97M-V/def2-TZVPD.

CARTESIAN COORDINATES (ANGSTROEM)
C  -0.0755  -1.9683  -3.9722
C  0.3285  -0.8572  -2.9845
C  1.1683  -1.3373  -1.8004
F  0.8888  -2.6189  -1.4148
C  0.9599  -0.4256  -0.6127
O  2.1939  -0.3365  0.1187
C  2.2179  0.7081  1.0299
C  2.7752  2.0111  0.4327
C  0.8531  1.0170  1.6940
O  0.1689  2.0281  0.9811
C  -0.9831  2.4733  1.6571
N  -2.1186  1.6150  1.3756
C  -1.3426  3.8911  1.1841
C  -1.2961  3.9364  -0.3311
O  -2.2099  3.7280  -0.9779
Cl  0.2805  4.3564  -1.0553
P  3.4214  0.1750  2.3999
O  4.3526  1.4822  2.6954
O  2.5982  -0.2369  3.7360
S  4.5542  -1.2416  1.7629
H  -1.1067  -1.8161  -4.2521
H  0.0568  -2.9630  -3.5825
H  0.4933  -1.8642  -4.8933
H  -0.5633  -0.3598  -2.6216
H  0.9505  -0.1530  -3.5248
H  2.2177  -1.3001  -2.0825
H  0.2326  -0.9424  -0.0010
H  0.6048  0.5366  -0.9693
H  2.7051  2.7724  1.1942
H  2.2487  2.2831  -0.4695
H  3.8164  1.8314  0.1885
H  0.2462  0.1306  1.8651
H  1.0682  1.4365  2.6859
H  -0.8389  2.5322  2.7366
H  -2.1025  1.3753  0.3920
H  -2.1132  0.7702  1.9315
H  -2.3584  4.1089  1.4612
H  -0.6957  4.6447  1.6219
H  4.4058  1.6838  3.6418
H  2.3919  0.5502  4.2666
N  -3.7586  -3.0905  -0.1068
S  -4.4993  -4.2778  -0.8528
O  -4.1759  -5.5907  -0.4005
O  -4.7189  -4.1001  -2.2507
F  -5.9536  -4.0456  -0.2369
S  -2.2191  -3.0179  -0.4095
O  -1.5345  -2.1591  0.5087
O  -1.8458  -2.9224  -1.7782
F  -1.6890  -4.4529  0.0195

The total energy comes out at -3475.56036 Ha. The LUMO energy comes out at 1.39 eV. The value obtained for the highest occupied orbital energy is -0.2461 hartree. The calculation puts the HOMO-LUMO gap at 8.088 eV. Its net charge is -1.

***

No. 6
Computed, not measured: C3H4OS2 as an isolated structure, with wB97M-V/def2-TZVPD.

CARTESIAN COORDINATES (ANGSTROEM)
C  0.7381  -0.1141  1.3006
C  0.8986  -0.3008  -0.1740
C  -0.4646  0.3828  -0.2290
O  -0.5096  0.5764  1.1205
S  0.7973  1.2531  -1.0770
S  -2.5975  -0.5061  -1.5584
H  0.6178  -1.0745  1.6944
H  1.5334  0.4068  1.9547
H  1.3434  -1.1207  -0.5975
H  -2.3568  0.4971  -2.4343

The total energy comes out at -988.13767 Ha. The LUMO energy (alpha / beta) comes out at -1.73 / -1.69 eV. The value obtained for the highest occupied orbital energy (alpha / beta) is -0.3401 / -0.3423 hartree. The calculation puts the HOMO-LUMO gap (alpha / beta) at 7.530 / 7.629 eV. Its net charge is 0.

***

No. 7
Computed, not measured: a 2-piece molecular cluster, F2H2N2O2S overall, with wB97M-V/def2-TZVPD.

CARTESIAN COORDINATES (ANGSTROEM)
N  -0.0025  0.0200  -0.2433
N  -0.6516  2.5561  -0.7722
O  -1.7304  0.3202  -1.9970
O  -2.5973  0.6726  1.3084
F  -1.5754  3.3081  -1.3563
F  -0.6714  2.8500  0.5475
S  -1.4035  0.8596  -0.7225
H  -0.1956  0.1070  0.8044
H  -0.0843  -0.9945  -0.4268

The total energy comes out at -858.74528 Ha. The LUMO energy (alpha / beta) comes out at -2.34 / -2.09 eV. The value obtained for the highest occupied orbital energy (alpha / beta) is -0.3775 / -0.3769 hartree. The calculation puts the HOMO-LUMO gap (alpha / beta) at 7.928 / 8.162 eV. Its net charge is 0.

***

No. 8
Computed, not measured: a 2-piece molecular cluster, C6H12N2 overall, with wB97M-V/def2-TZVPD.

CARTESIAN COORDINATES (ANGSTROEM)
C  -1.9770  -0.8413  -0.5614
C  -0.7829  -1.7784  -0.7547
H  -1.9582  -0.1981  0.2770
H  -1.9639  -0.2043  -1.4782
H  -2.9023  -1.4870  -0.5857
H  -0.1449  -1.6282  -1.6027
H  -0.1081  -1.6441  0.0920
H  -1.1610  -2.9101  -0.9447
C  2.3238  0.6742  -0.8849
C  -0.5765  1.8419  0.9489
C  1.2041  0.8799  0.1377
C  0.9878  0.3441  1.4239
N  0.3361  1.9275  0.0235
N  -0.1457  0.9115  1.9066
H  -1.4307  2.4561  1.1893
H  -0.7808  0.4090  2.5255
H  1.4392  -0.5626  1.8004
H  3.2499  1.1394  -0.4801
H  2.0929  1.0954  -1.8505
H  2.2982  -0.4248  -1.1822

The total energy comes out at -345.28163 Ha. The LUMO energy comes out at 0.90 eV. The value obtained for the highest occupied orbital energy is -0.3114 hartree. As for the SMILES: Cc1c[nH]cn1.CC. The calculation puts the HOMO-LUMO gap at 9.377 eV. Its net charge is 0.